Formula: C18H48FeLi2O26P2S6
Source: the OMol25 dataset
Level of theory: wB97M-V/def2-TZVPD

Last column: Löwdin charge in e.
Atoms and positions in Å:
Li1 -3.31 -0.10 -1.39  0.664
Li2 -3.18 2.08 1.53  0.698
Fe1 -0.45 -1.13 -1.08  0.906
P1 -1.55 -2.31 -2.77  0.057
O1 -0.49 -1.20 -2.93  -0.257
O2 -2.32 -1.76 -1.59  -0.328
O3 -0.64 -2.94 -1.76  -0.148
O4 -1.97 -3.39 -3.75  -0.267
P2 -1.56 0.61 0.51  0.075
O5 -0.82 -0.76 0.72  -0.356
O6 -3.10 0.58 0.37  -0.477
O7 -1.05 0.62 -0.96  -0.411
O8 -1.29 1.88 1.31  -0.395
O9 1.30 -2.82 0.25  -0.310
S1 1.15 -4.25 0.32  0.677
O10 1.28 -5.08 -0.87  -0.270
O11 2.19 -4.87 1.50  -0.249
C1 2.45 -6.24 1.63  -0.331
C2 3.57 -6.64 0.77  -0.084
C3 -0.41 -4.55 1.17  -0.083
H1 1.59 -6.83 1.33  0.108
H2 2.56 -6.64 2.64  0.132
H3 3.65 -7.73 0.71  0.091
H4 4.48 -6.34 1.29  0.079
H5 3.61 -6.08 -0.16  0.077
H6 -1.22 -4.56 0.43  0.070
H7 -0.51 -3.82 1.98  0.081
H8 -0.33 -5.59 1.49  0.068
O12 -2.34 -0.01 5.01  -0.278
S2 -2.08 1.37 4.58  0.749
O13 -2.99 1.88 3.54  -0.377
O14 -2.18 2.35 5.94  -0.237
C4 -1.82 3.64 5.77  -0.346
C5 -0.99 4.06 7.01  -0.044
C6 -0.25 1.55 4.05  -0.063
H9 -2.72 4.24 5.64  0.126
H10 -1.24 3.84 4.87  0.105
H11 -0.27 3.29 7.30  0.076
H12 -1.59 4.16 7.92  0.075
H13 -0.46 5.01 6.89  0.077
H14 -0.08 0.73 3.35  0.053
H15 0.40 1.36 4.90  0.075
H16 -0.10 2.47 3.47  0.056
O15 -4.16 3.54 -3.57  -0.261
S3 -3.16 2.55 -3.34  0.707
O16 -3.62 1.25 -2.91  -0.352
O17 -2.18 2.46 -4.75  -0.253
C7 -1.41 1.29 -4.96  -0.278
C8 0.00 1.65 -5.45  -0.050
C9 -1.83 3.17 -2.18  -0.068
H17 -1.91 0.61 -5.65  0.131
H18 -1.32 0.86 -3.96  0.074
H19 0.54 0.73 -5.69  0.075
H20 0.61 2.23 -4.76  0.058
H21 0.00 2.29 -6.33  0.079
H22 -1.82 4.26 -2.25  0.082
H23 -0.93 2.63 -2.47  0.052
H24 -2.13 2.87 -1.17  0.037
O18 1.34 5.67 -1.20  -0.286
S4 2.01 4.45 -1.57  0.682
O19 1.77 3.81 -2.88  -0.313
O20 3.61 4.56 -1.23  -0.237
C10 4.41 3.49 -1.63  -0.312
C11 5.40 3.91 -2.74  -0.051
C12 1.53 3.17 -0.29  -0.070
H25 3.83 2.61 -1.90  0.074
H26 5.03 3.09 -0.83  0.125
H27 5.97 4.82 -2.55  0.081
H28 4.79 4.09 -3.63  0.064
H29 6.05 3.15 -3.16  0.073
H30 1.98 2.26 -0.70  0.038
H31 0.46 3.08 -0.10  0.044
H32 2.07 3.43 0.62  0.072
O21 -2.84 -3.81 3.80  -0.296
S5 -3.91 -3.73 2.82  0.688
O22 -4.45 -4.95 2.21  -0.303
O23 -5.17 -2.86 3.47  -0.246
C13 -4.81 -1.87 4.37  -0.363
C14 -5.79 -0.76 4.24  -0.055
C15 -3.50 -2.60 1.47  -0.107
H33 -3.89 -1.44 3.98  0.068
H34 -4.58 -2.14 5.40  0.134
H35 -5.56 -0.33 3.26  0.080
H36 -5.62 0.01 5.00  0.087
H37 -6.76 -1.25 4.27  0.088
H38 -4.43 -2.14 1.11  0.082
H39 -2.92 -3.10 0.69  0.050
H40 -2.89 -1.88 2.01  0.047
O24 4.00 0.16 -0.97  -0.276
S6 2.99 -0.57 -1.74  0.762
O25 1.57 -0.62 -1.35  -0.335
O26 3.06 -0.08 -3.33  -0.264
C16 4.29 0.36 -3.89  -0.274
C17 3.89 1.26 -5.03  -0.039
C18 3.48 -2.35 -2.04  -0.060
H41 4.84 -0.55 -4.14  0.116
H42 4.86 0.80 -3.07  0.098
H43 3.59 2.25 -4.66  0.067
H44 3.08 0.84 -5.63  0.080
H45 4.78 1.42 -5.64  0.086
H46 4.30 -2.42 -2.76  0.062
H47 2.65 -2.92 -2.45  0.074
H48 3.87 -2.75 -1.10  0.068

Its HOMO-LUMO gap (spin up / spin down) is 8.987 / 7.230 eV. The multiplicity is 7. Its expectation value of S² is 12.02.


Formula: C18H49FN5O2PS
Source: the OMol25 dataset
Level of theory: wB97M-V/def2-TZVPD

Last column: Löwdin charge in e.
Atoms and positions in Å:
N1 -5.04 2.47 0.59  -0.282
P1 -6.48 2.98 0.29  0.660
N2 -7.69 1.92 0.94  -0.277
S1 -9.20 2.02 0.32  0.498
O1 -9.65 0.72 -0.03  -0.238
O2 -9.26 3.06 -0.63  -0.271
F1 -9.98 2.44 1.58  -0.114
H1 -5.05 1.59 1.09  -0.035
H2 -6.72 3.13 -1.08  0.011
H3 -6.70 4.23 0.88  0.013
H4 -7.37 0.95 0.88  0.082
C1 -0.38 -2.56 -0.99  -0.088
C2 -1.79 -2.00 -1.10  -0.272
N3 -1.84 -0.55 -0.96  -0.193
C3 -3.19 -0.04 -0.81  -0.262
C4 -4.16 -0.20 -1.99  -0.084
C5 -0.97 0.19 -1.85  -0.245
C6 -1.16 0.01 -3.36  -0.073
H5 0.09 -2.28 -0.05  0.067
H6 -0.41 -3.65 -1.04  0.075
H7 0.26 -2.22 -1.81  0.064
H8 -2.39 -2.43 -0.29  0.115
H9 -2.23 -2.35 -2.04  0.101
H10 -3.13 1.02 -0.55  0.087
H11 -3.63 -0.53 0.06  0.105
H12 -3.95 0.51 -2.79  0.056
H13 -5.18 -0.01 -1.66  0.055
H14 -4.14 -1.21 -2.41  0.065
H15 0.06 -0.07 -1.61  0.075
H16 -1.05 1.25 -1.61  0.116
H17 -1.33 -1.03 -3.64  0.069
H18 -0.27 0.35 -3.89  0.064
H19 -2.00 0.60 -3.74  0.055
C7 5.56 4.30 -1.73  -0.092
C8 4.79 3.01 -1.47  -0.277
N4 3.36 3.13 -1.72  -0.199
C9 2.61 1.99 -1.23  -0.245
C10 2.86 0.62 -1.88  -0.085
C11 3.00 3.61 -3.04  -0.247
C12 3.47 2.81 -4.26  -0.081
H20 5.16 5.12 -1.14  0.079
H21 6.60 4.16 -1.46  0.072
H22 5.53 4.59 -2.78  0.063
H23 4.92 2.75 -0.41  0.117
H24 5.26 2.20 -2.05  0.100
H25 1.54 2.22 -1.31  0.104
H26 2.80 1.90 -0.16  0.111
H27 2.39 0.54 -2.86  0.051
H28 2.42 -0.17 -1.26  0.059
H29 3.92 0.40 -1.98  0.067
H30 3.36 4.64 -3.13  0.099
H31 1.91 3.71 -3.07  0.114
H32 4.51 2.49 -4.16  0.067
H33 3.41 3.44 -5.15  0.071
H34 2.85 1.94 -4.44  0.052
C13 3.94 -1.55 3.61  -0.090
C14 2.64 -2.13 3.06  -0.276
N5 2.47 -3.54 3.36  -0.200
C15 1.37 -4.15 2.63  -0.250
C16 -0.06 -3.66 2.93  -0.088
C17 2.58 -3.91 4.76  -0.248
C18 1.61 -3.26 5.75  -0.083
H35 4.80 -2.09 3.23  0.080
H36 4.03 -0.51 3.29  0.071
H37 3.97 -1.56 4.70  0.064
H38 2.65 -2.02 1.97  0.114
H39 1.80 -1.52 3.43  0.101
H40 1.41 -5.23 2.77  0.112
H41 1.56 -3.99 1.56  0.102
H42 -0.43 -4.06 3.88  0.055
H43 -0.73 -4.01 2.15  0.064
H44 -0.13 -2.57 2.97  0.066
H45 3.60 -3.69 5.09  0.099
H46 2.50 -5.00 4.84  0.114
H47 1.48 -2.19 5.56  0.067
H48 2.00 -3.36 6.77  0.070
H49 0.63 -3.73 5.74  0.054

Its HOMO-LUMO gap is 8.427 eV. The SMILES is N=[PH2]NS(=O)(=O)F.CCN(CC)CC.CCN(CC)CC.CCN(CC)CC.


Formula: C18H50N10O7P3S
Source: the OMol25 dataset
Level of theory: wB97M-V/def2-TZVPD

Last column: Löwdin charge in e.
Atoms and positions in Å:
O1 -5.05 -1.32 7.30  -0.320
S1 -5.23 -2.34 6.31  0.693
O2 -5.67 -2.04 4.99  -0.333
C1 -3.64 -3.21 6.16  -0.158
N1 -2.50 -2.33 6.27  -0.023
C2 -1.52 -2.34 7.20  -0.236
C3 -1.47 -3.27 8.36  -0.088
C4 -2.52 -2.84 9.42  -0.180
C5 -1.99 -1.72 10.33  -0.155
C6 -3.14 -0.92 10.95  -0.252
O3 -3.06 0.42 10.49  -0.060
N2 -0.64 -1.39 6.90  0.155
N3 -1.07 -0.79 5.81  0.083
N4 -2.18 -1.32 5.42  -0.130
P1 -3.11 -0.67 3.86  0.936
O4 -1.94 0.27 3.33  -0.238
O5 -4.12 0.36 4.57  -0.236
H1 -6.01 -3.33 6.80  0.101
H2 -3.63 -3.73 5.20  0.131
H3 -3.59 -3.98 6.93  0.118
H4 -0.47 -3.27 8.78  0.137
H5 -1.72 -4.28 8.01  0.121
H6 -3.37 -2.40 8.87  0.079
H7 -2.91 -3.70 9.96  0.126
H8 -1.45 -1.02 9.68  0.113
H9 -1.35 -2.15 11.10  0.121
H10 -4.10 -1.35 10.66  0.114
H11 -3.07 -0.97 12.04  0.118
H12 -3.95 0.79 10.45  0.087
H13 -2.01 1.17 3.69  0.094
H14 -3.93 0.59 5.49  0.083
O6 2.75 1.31 1.15  -0.284
P2 1.86 1.62 0.00  0.571
N5 2.74 1.27 -1.38  -0.292
C7 2.63 1.96 -2.65  -0.120
C8 3.34 -0.07 -1.45  -0.111
N6 1.59 3.29 0.18  -0.314
C9 1.44 4.21 -0.93  -0.136
C10 2.23 3.94 1.31  -0.129
N7 0.28 1.33 -0.56  -0.276
C11 -0.73 1.56 0.49  -0.136
C12 0.05 -0.03 -1.10  -0.121
H15 1.60 2.01 -3.04  0.067
H16 3.23 1.49 -3.43  0.069
H17 3.01 2.98 -2.58  0.066
H18 2.61 -0.87 -1.61  0.063
H19 3.86 -0.29 -0.52  0.073
H20 4.07 -0.11 -2.26  0.085
H21 2.41 4.55 -1.32  0.078
H22 0.90 5.10 -0.59  0.080
H23 0.86 3.78 -1.74  0.068
H24 3.30 4.13 1.14  0.088
H25 2.14 3.35 2.21  0.066
H26 1.74 4.90 1.49  0.077
H27 -0.61 0.87 1.33  0.057
H28 -1.73 1.43 0.07  0.081
H29 -0.67 2.58 0.86  0.074
H30 0.34 -0.82 -0.40  0.087
H31 0.60 -0.17 -2.03  0.070
H32 -1.00 -0.15 -1.33  0.079
O7 2.91 0.03 -5.68  -0.296
P3 2.17 0.04 -6.97  0.602
N8 0.72 0.81 -6.51  -0.295
C13 -0.63 0.46 -6.92  -0.119
C14 0.88 2.17 -6.01  -0.131
N9 1.93 -1.62 -7.23  -0.316
C15 0.72 -2.20 -7.77  -0.138
C16 2.56 -2.54 -6.28  -0.129
N10 2.20 0.38 -8.64  -0.278
C17 3.39 -0.20 -9.31  -0.114
C18 2.16 1.81 -8.99  -0.121
H33 -0.77 0.41 -8.00  0.078
H34 -1.33 1.20 -6.54  0.077
H35 -0.93 -0.50 -6.49  0.064
H36 1.04 2.91 -6.81  0.062
H37 1.71 2.28 -5.31  0.054
H38 -0.02 2.49 -5.48  0.081
H39 -0.05 -2.35 -7.00  0.072
H40 0.93 -3.18 -8.20  0.080
H41 0.30 -1.59 -8.57  0.070
H42 2.00 -2.61 -5.33  0.083
H43 3.57 -2.24 -6.05  0.070
H44 2.60 -3.53 -6.72  0.079
H45 4.33 0.24 -8.94  0.087
H46 3.32 -0.02 -10.38  0.081
H47 3.44 -1.27 -9.15  0.073
H48 2.93 2.40 -8.50  0.091
H49 1.18 2.23 -8.75  0.065
H50 2.28 1.91 -10.07  0.082

Its HOMO-LUMO gap is 5.542 eV. As for the charge: +1.